{
  "formula": "CH4FNS",
  "method": "the ωB97M-V functional and the def2-TZVPD basis",
  "homo_lumo_gap_ev": 7.4311,
  "smiles": "CN=S.F",
  "multiplicity": 1,
  "homo_ev": -8.8,
  "elements": ["C", "N", "S", "H", "H", "H", "F", "H"],
  "xyz": [[0.998, -0.631, 0.003], [-0.326, -0.197, 0.085], [-1.541, -1.145, 0.103], [1.390, -0.122, -0.923], [1.549, 0.023, 0.853], [1.009, -1.659, 0.171], [-1.976, 2.067, -0.216], [-1.103, 1.663, -0.075]],
  "lowdin_charge": [-0.243, -0.667, 0.752, 0.109, 0.140, 0.025, -0.163, 0.048]
}


{
  "formula": "C6H14O",
  "method": "the ωB97M-V functional and the def2-TZVPD basis",
  "homo_lumo_gap_ev": 9.9860,
  "smiles": "C/C=C(\\C)CC.O",
  "multiplicity": 1,
  "homo_ev": -9.1,
  "elements": ["C", "C", "C", "C", "C", "C", "H", "H", "H", "H", "H", "H", "H", "H", "H", "H", "H", "H", "O", "H", "H"],
  "xyz": [[1.004, -2.169, 0.550], [0.232, -0.928, 0.878], [0.003, 0.129, 0.051], [0.463, 0.165, -1.409], [-0.584, 1.419, 0.571], [0.467, 2.545, 0.727], [2.072, -2.024, 0.907], [1.023, -2.332, -0.533], [0.537, -3.059, 1.059], [-0.076, -0.823, 1.931], [1.366, 0.744, -1.506], [0.692, -0.892, -1.774], [-0.307, 0.651, -2.069], [-1.395, 1.710, -0.121], [-1.045, 1.216, 1.514], [-0.030, 3.387, 1.131], [1.260, 2.226, 1.434], [0.875, 2.805, -0.250], [-2.163, -1.580, -1.425], [-2.761, -2.124, -0.957], [-1.635, -1.069, -0.709]],
  "lowdin_charge": [-0.103, -0.147, -0.355, -0.061, -0.231, -0.083, 0.098, 0.054, 0.086, 0.110, 0.067, 0.086, 0.099, 0.117, 0.091, 0.049, 0.088, 0.068, -0.078, 0.001, 0.043]
}


{
  "formula": "C17H12N3ReS5",
  "method": "the ωB97M-V functional and the def2-TZVPD basis",
  "homo_lumo_gap_ev": [6.5507, 6.7797],
  "charge": 1,
  "multiplicity": 2,
  "homo_ev": [-10.9, -11.2],
  "elements": ["Re", "S", "C", "N", "C", "C", "C", "C", "C", "C", "S", "H", "H", "H", "H", "S", "C", "C", "C", "C", "C", "C", "S", "H", "H", "H", "H", "S", "C", "N", "C", "C", "C", "N", "H", "H", "H", "H"],
  "xyz": [[-0.856, -0.741, 0.372], [-2.806, -1.688, 1.193], [-3.473, -0.146, 0.667], [-2.573, 0.591, 0.072], [-3.057, 1.847, -0.259], [-2.354, 2.873, -0.885], [-3.023, 4.052, -1.140], [-4.367, 4.215, -0.786], [-5.071, 3.204, -0.164], [-4.399, 2.016, 0.102], [-5.006, 0.578, 0.884], [-1.316, 2.736, -1.156], [-2.501, 4.867, -1.623], [-4.864, 5.151, -1.001], [-6.109, 3.335, 0.111], [0.221, 0.682, 1.644], [1.551, -0.180, 2.432], [2.422, 0.504, 3.274], [3.454, -0.186, 3.884], [3.613, -1.551, 3.662], [2.743, -2.232, 2.828], [1.709, -1.539, 2.204], [0.560, -2.374, 1.150], [2.284, 1.564, 3.449], [4.134, 0.338, 4.542], [4.416, -2.087, 4.149], [2.853, -3.297, 2.666], [-0.530, -0.485, -1.914], [0.860, -1.327, -2.549], [1.639, -2.122, -1.793], [2.704, -2.766, -2.301], [3.012, -2.602, -3.622], [2.169, -1.762, -4.356], [1.122, -1.143, -3.836], [1.371, -2.256, -0.802], [3.260, -3.390, -1.616], [3.856, -3.099, -4.071], [2.350, -1.582, -5.409]],
  "lowdin_spin": [0.749, -0.002, 0.017, 0.003, 0.001, 0.000, 0.000, 0.000, 0.001, 0.000, 0.008, 0.000, 0.000, 0.000, 0.000, -0.027, 0.009, -0.001, 0.017, -0.003, 0.017, 0.006, 0.146, 0.000, 0.001, -0.001, 0.000, 0.029, 0.014, 0.004, 0.001, 0.001, 0.000, 0.002, 0.007, 0.000, 0.000, 0.000]
}


{
  "formula": "C6H17NO",
  "method": "the ωB97M-V functional and the def2-TZVPD basis",
  "homo_lumo_gap_ev": 9.9737,
  "smiles": "CC(C)C[C@H](C)N.O",
  "multiplicity": 1,
  "homo_ev": -9.2,
  "elements": ["C", "C", "C", "C", "C", "C", "N", "H", "H", "H", "H", "H", "H", "H", "H", "H", "H", "H", "H", "H", "H", "H", "O", "H", "H"],
  "xyz": [[1.712, 1.441, -1.392], [0.369, 1.391, -0.522], [-0.251, 2.862, -0.152], [0.545, 0.675, 0.861], [-0.050, -0.710, 0.921], [0.777, -1.887, 0.390], [-1.492, -0.711, 0.578], [2.071, 0.379, -1.620], [2.427, 1.794, -0.701], [1.703, 2.082, -2.304], [-0.276, 0.802, -1.226], [0.555, 3.311, 0.395], [-1.173, 2.653, 0.500], [-0.634, 3.502, -1.026], [-0.068, 1.252, 1.619], [1.555, 0.682, 1.168], [0.068, -0.749, 2.137], [1.563, -1.557, -0.152], [0.436, -2.765, 0.030], [1.241, -2.093, 1.347], [-2.049, 0.117, 0.222], [-1.586, -1.274, -0.351], [-2.621, -4.040, -0.273], [-2.853, -3.347, 0.356], [-1.969, -3.811, -0.805]],
  "lowdin_charge": [-0.081, -0.373, -0.073, -0.198, -0.460, -0.024, 0.006, 0.085, 0.035, 0.078, 0.113, 0.053, 0.077, 0.085, 0.118, 0.100, 0.154, 0.029, 0.037, 0.084, 0.088, 0.092, 0.001, 0.041, -0.069]
}


{
  "formula": "C24H32Br3Cl42F3NO3P2",
  "method": "the ωB97M-V functional and the def2-TZVPD basis",
  "homo_lumo_gap_ev": 5.5239,
  "charge": -1,
  "multiplicity": 1,
  "homo_ev": -4.1,
  "elements": ["C", "C", "C", "P", "C", "C", "C", "F", "C", "F", "F", "O", "N", "O", "C", "Br", "C", "C", "Br", "P", "O", "Br", "H", "H", "H", "H", "H", "H", "H", "H", "H", "H", "H", "H", "H", "H", "H", "H", "H", "H", "C", "Cl", "Cl", "Cl", "H", "C", "Cl", "Cl", "Cl", "H", "C", "Cl", "Cl", "Cl", "H", "C", "Cl", "Cl", "Cl", "H", "C", "Cl", "Cl", "Cl", "H", "C", "Cl", "Cl", "Cl", "H", "C", "Cl", "Cl", "Cl", "H", "C", "Cl", "Cl", "Cl", "H", "C", "Cl", "Cl", "Cl", "H", "C", "Cl", "Cl", "Cl", "H", "C", "Cl", "Cl", "Cl", "H", "C", "Cl", "Cl", "Cl", "H", "C", "Cl", "Cl", "Cl", "H", "C", "Cl", "Cl", "Cl", "H"],
  "xyz": [[-3.927, 3.710, -1.403], [-2.539, 3.189, -0.773], [-2.608, 1.653, -0.374], [-1.741, 0.403, -1.534], [-1.390, -0.847, -0.103], [-1.951, -2.322, -0.347], [-0.775, -3.378, -0.590], [0.443, -3.058, -1.172], [-0.917, -4.735, -0.147], [-1.520, -5.738, -0.881], [-0.390, -5.156, 1.094], [-2.160, 1.527, -2.888], [-3.295, 1.194, -3.530], [-3.192, 1.590, -4.671], [-0.026, 1.239, -1.417], [1.507, 0.024, -1.965], [0.472, 1.931, -0.083], [1.284, 3.254, -0.540], [1.873, 0.912, 0.979], [-1.033, -1.022, -3.113], [-0.549, -0.164, -4.538], [-2.838, -2.173, -3.999], [-4.312, 4.600, -0.806], [-4.751, 2.938, -1.327], [-3.812, 4.057, -2.471], [-1.640, 3.512, -1.366], [-2.466, 3.779, 0.202], [-2.277, 1.594, 0.715], [-3.712, 1.371, -0.336], [-3.023, -0.252, -1.670], [-0.295, -0.958, 0.141], [-1.889, -0.526, 0.866], [-2.424, -2.699, 0.617], [-2.775, -2.394, -1.111], [-0.006, 2.027, -2.239], [-0.234, 2.270, 0.703], [0.709, 4.202, -0.300], [2.264, 3.360, 0.029], [1.580, 3.213, -1.634], [-0.156, 0.693, -4.311], [0.671, -7.385, -2.711], [1.786, -6.895, -1.430], [0.803, -6.299, -4.098], [0.979, -9.059, -3.198], [-0.342, -7.322, -2.323], [0.822, 6.445, -2.628], [0.553, 4.716, -2.884], [0.173, 7.386, -3.981], [0.094, 6.976, -1.105], [1.891, 6.618, -2.572], [-1.405, 3.509, -6.459], [0.347, 3.445, -6.208], [-2.140, 4.727, -5.410], [-1.777, 3.843, -8.157], [-1.823, 2.538, -6.200], [4.227, 9.362, -1.991], [2.664, 8.998, -2.736], [4.740, 8.035, -0.940], [5.447, 9.679, -3.232], [4.116, 10.256, -1.384], [1.022, -8.640, 1.934], [2.723, -9.126, 1.925], [0.200, -9.231, 0.487], [0.215, -9.228, 3.394], [0.977, -7.553, 1.932], [-1.958, -0.369, 4.540], [-3.509, -0.672, 3.742], [-1.511, -1.736, 5.569], [-0.698, -0.048, 3.346], [-2.064, 0.511, 5.170], [4.724, -12.346, 2.492], [4.403, -12.592, 0.772], [3.734, -13.437, 3.471], [6.441, -12.579, 2.847], [4.459, -11.324, 2.746], [-1.896, 7.203, 2.510], [-0.805, 7.795, 3.771], [-1.775, 8.212, 1.062], [-1.542, 5.517, 2.123], [-2.914, 7.263, 2.884], [8.455, -12.167, 6.726], [6.876, -12.450, 5.982], [8.936, -13.551, 7.718], [9.675, -11.839, 5.488], [8.379, -11.295, 7.369], [-3.228, -0.569, 9.081], [-1.486, -0.659, 9.375], [-3.979, 0.621, 10.153], [-3.554, -0.178, 7.389], [-3.660, -1.542, 9.295], [1.542, 11.261, 0.429], [2.825, 12.428, 0.072], [0.246, 11.374, -0.768], [2.193, 9.619, 0.481], [1.128, 11.496, 1.405], [-3.581, 12.472, -1.863], [-5.143, 12.105, -2.607], [-3.063, 11.147, -0.815], [-2.363, 12.797, -3.103], [-3.694, 13.365, -1.254], [4.473, -14.142, 8.573], [5.674, -13.029, 9.240], [3.027, -14.171, 9.591], [4.054, -13.697, 6.913], [4.901, -15.140, 8.561], [-3.166, 1.119, -10.753], [-2.954, -0.076, -12.041], [-2.758, 2.739, -11.335], [-4.821, 1.079, -10.134], [-2.491, 0.868, -9.940]],
  "lowdin_charge": [-0.115, -0.280, -0.294, 0.387, -0.331, -0.190, -0.155, -0.023, -0.193, 0.049, 0.018, -0.401, -0.097, -0.065, -0.707, 0.628, -0.679, -0.247, 0.551, 0.432, -0.477, 0.148, 0.062, 0.069, 0.056, 0.064, 0.041, 0.059, 0.087, -0.018, 0.036, 0.032, 0.106, 0.053, 0.034, 0.063, 0.032, 0.048, -0.006, -0.013, -1.553, 0.522, 0.544, 0.504, -0.005, -1.507, 0.614, 0.515, 0.497, -0.039, -1.523, 0.512, 0.517, 0.506, -0.013, -1.548, 0.535, 0.518, 0.532, -0.045, -1.533, 0.526, 0.519, 0.523, 0.006, -1.562, 0.522, 0.487, 0.543, -0.017, -1.540, 0.525, 0.509, 0.499, -0.023, -1.522, 0.517, 0.483, 0.555, 0.016, -1.529, 0.465, 0.507, 0.523, 0.017, -1.527, 0.521, 0.516, 0.532, 0.017, -1.498, 0.537, 0.503, 0.530, 0.018, -1.540, 0.523, 0.490, 0.516, 0.014, -1.527, 0.508, 0.522, 0.481, 0.018, -1.548, 0.509, 0.491, 0.521, 0.013]
}


{
  "formula": "C2H8BeO4",
  "method": "the ωB97M-V functional and the def2-TZVPD basis",
  "homo_lumo_gap_ev": 8.3631,
  "multiplicity": 1,
  "homo_ev": -8.3,
  "elements": ["Be", "O", "C", "C", "O", "H", "H", "H", "H", "O", "H", "H", "O", "H", "H"],
  "xyz": [[-0.203, 0.379, -0.476], [-0.624, -1.066, -0.152], [0.399, -1.355, 0.781], [0.524, -0.004, 1.444], [0.823, 0.974, 0.473], [1.357, -1.608, 0.247], [0.030, -2.270, 1.341], [1.266, 0.009, 2.247], [-0.372, 0.289, 1.830], [0.610, 0.329, -2.089], [1.539, 0.498, -1.784], [0.723, -0.438, -2.678], [-1.675, 1.372, -0.536], [-2.498, 1.022, -0.929], [-1.898, 1.868, 0.282]],
  "lowdin_charge": [0.003, -0.257, -0.266, -0.308, -0.208, 0.112, 0.126, 0.116, 0.070, 0.054, 0.122, 0.111, 0.076, 0.122, 0.129]
}


{
  "formula": "C31H21BrN7OS2SeV",
  "method": "the ωB97M-V functional and the def2-TZVPD basis",
  "homo_lumo_gap_ev": [6.1532, 6.9513],
  "charge": 1,
  "multiplicity": 4,
  "homo_ev": [-9.3, -10.1],
  "elements": ["V", "Br", "C", "C", "C", "C", "O", "C", "C", "N", "C", "C", "C", "C", "C", "C", "C", "C", "N", "C", "C", "H", "H", "H", "H", "H", "H", "H", "H", "H", "H", "Se", "N", "C", "C", "C", "C", "C", "N", "C", "C", "N", "C", "C", "C", "C", "C", "N", "H", "H", "H", "H", "H", "H", "S", "C", "N", "C", "C", "S", "H", "H", "H", "H", "H"],
  "xyz": [[0.002, -1.570, -0.186], [-2.932, -2.494, 6.530], [-2.395, -2.478, 4.721], [-3.292, -2.915, 3.730], [-2.922, -2.943, 2.412], [-1.640, -2.520, 2.011], [-1.279, -2.622, 0.761], [-0.759, -2.028, 3.015], [0.550, -1.534, 2.728], [0.985, -1.242, 1.537], [2.345, -0.828, 1.305], [3.328, -0.721, 2.240], [4.629, -0.296, 1.877], [4.924, 0.035, 0.592], [3.917, -0.042, -0.400], [4.118, 0.374, -1.735], [3.084, 0.338, -2.619], [1.844, -0.162, -2.193], [1.618, -0.593, -0.969], [2.642, -0.493, -0.049], [-1.153, -2.051, 4.374], [-4.283, -3.240, 4.021], [-3.602, -3.297, 1.648], [1.200, -1.381, 3.589], [3.135, -0.951, 3.280], [5.391, -0.230, 2.642], [5.916, 0.370, 0.315], [5.093, 0.740, -2.037], [3.198, 0.674, -3.640], [1.013, -0.219, -2.885], [-0.460, -1.711, 5.136], [-5.405, -0.393, -5.319], [-5.020, 0.368, -3.757], [-3.947, -0.225, -3.317], [-3.287, 0.146, -2.057], [-3.731, 1.177, -1.230], [-3.008, 1.477, -0.101], [-1.856, 0.756, 0.183], [-1.422, -0.238, -0.598], [-2.144, -0.543, -1.700], [-1.627, -1.659, -2.512], [-0.546, -2.292, -2.006], [-0.006, -3.278, -2.728], [-0.507, -3.669, -3.961], [-1.617, -3.030, -4.466], [-2.194, -2.002, -3.728], [-3.394, -1.265, -4.155], [-4.017, -1.506, -5.274], [-4.629, 1.725, -1.492], [-3.315, 2.271, 0.565], [-1.253, 0.983, 1.053], [0.854, -3.771, -2.295], [-0.029, -4.472, -4.502], [-2.049, -3.310, -5.419], [1.204, 2.245, 1.234], [1.611, 3.851, 1.300], [1.064, 4.782, 2.087], [1.713, 6.089, 2.162], [2.465, 6.249, 0.840], [2.851, 4.558, 0.300], [0.415, 4.474, 2.795], [2.395, 6.125, 3.011], [0.967, 6.871, 2.283], [3.390, 6.803, 0.969], [1.855, 6.736, 0.085]],
  "lowdin_spin": [2.527, -0.001, 0.001, 0.011, -0.001, 0.017, 0.036, 0.007, 0.048, 0.009, 0.005, 0.000, -0.004, 0.000, 0.001, 0.029, -0.001, 0.035, 0.014, 0.022, 0.009, 0.001, 0.000, 0.002, 0.000, 0.000, 0.000, 0.002, -0.001, 0.002, 0.000, -0.004, -0.003, 0.000, 0.001, 0.032, -0.001, 0.038, 0.013, 0.028, 0.029, 0.020, 0.036, -0.001, 0.031, 0.001, 0.000, -0.003, 0.002, -0.001, 0.003, 0.004, -0.001, 0.002, 0.002, 0.000, 0.000, 0.000, 0.000, 0.000, 0.000, 0.000, 0.000, 0.000, 0.000]
}


{
  "formula": "H26O17RbS",
  "method": "the ωB97M-V functional and the def2-TZVPD basis",
  "homo_lumo_gap_ev": 3.2471,
  "charge": -1,
  "multiplicity": 1,
  "homo_ev": -3.7,
  "elements": ["Rb", "S", "O", "O", "O", "O", "O", "H", "H", "O", "H", "H", "O", "H", "H", "O", "H", "H", "O", "H", "H", "O", "H", "H", "O", "H", "H", "O", "H", "H", "O", "H", "H", "O", "H", "H", "O", "H", "H", "O", "H", "H", "O", "H", "H"],
  "xyz": [[-13.279, -27.817, 12.477], [-9.913, -25.272, 8.596], [-9.815, -24.573, 9.865], [-8.623, -25.802, 8.258], [-10.885, -26.333, 8.704], [-10.427, -24.370, 7.571], [-5.673, -27.475, 11.328], [-5.767, -28.425, 11.406], [-6.149, -27.252, 10.528], [-10.505, -24.988, 14.081], [-10.228, -24.224, 14.586], [-10.235, -24.794, 13.183], [-7.854, -27.936, 5.121], [-7.888, -27.523, 5.984], [-8.372, -28.735, 5.217], [-13.025, -25.989, 4.565], [-12.312, -26.003, 5.203], [-12.977, -25.119, 4.169], [-13.647, -21.892, 6.106], [-14.055, -22.536, 5.528], [-12.767, -22.233, 6.262], [-11.906, -21.537, 11.765], [-11.494, -22.250, 11.275], [-12.757, -21.888, 12.027], [-6.873, -23.752, 12.610], [-6.482, -24.625, 12.562], [-7.504, -23.732, 11.890], [-8.014, -20.359, 8.985], [-8.629, -21.008, 8.644], [-8.077, -20.446, 9.936], [-15.102, -26.645, 8.815], [-15.208, -27.580, 8.642], [-14.187, -26.463, 8.601], [-12.226, -29.662, 6.818], [-11.920, -28.918, 7.336], [-13.148, -29.759, 7.058], [-8.256, -23.996, 3.920], [-8.942, -23.870, 4.575], [-7.891, -24.859, 4.118], [-8.993, -31.359, 9.965], [-9.505, -30.739, 9.446], [-9.019, -31.007, 10.854], [-5.367, -23.456, 7.474], [-5.815, -22.610, 7.466], [-6.065, -24.095, 7.617]],
  "lowdin_charge": [0.907, 0.016, -0.465, -0.429, -0.478, -0.457, -0.054, 0.020, 0.037, -0.063, 0.035, 0.029, -0.058, 0.021, 0.021, -0.058, 0.032, 0.020, -0.056, 0.017, 0.031, -0.055, 0.026, 0.019, -0.060, 0.020, 0.024, -0.057, 0.033, 0.024, -0.050, 0.018, 0.036, -0.049, 0.020, 0.015, -0.061, 0.025, 0.022, -0.051, 0.032, 0.021, -0.061, 0.022, 0.023]
}


| no. | calculated total energy (eV) |
| --- | --- |
| 1 | -16142.5433 |
| 2 | -8495.9265 |
| 3 | -78597.1008 |
| 4 | -10032.7328 |
| 5 | -795830.1379 |
| 6 | -10797.2853 |
| 7 | -227711.4747 |
| 8 | -46720.7614 |